A cluster of 3 separate species, C28H59BrN3O11P2S3 in total at a distorted geometry. Source: the OMol25 dataset; level of theory: wB97M-V/def2-TZVPD.

XYZ file:
```
107
Properties=species:S:1:pos:R:3:forces:R:3
C 7.39870 3.48439 2.97078 0.010 -0.057 0.245
C 6.12454 4.27673 2.67787 0.342 0.147 -0.170
C 5.98692 4.65143 1.18742 0.194 -0.295 -0.076
C 4.70994 4.10565 0.54995 -0.105 0.318 0.319
C 3.42907 4.79684 1.03294 0.209 -0.233 0.041
C 2.18451 3.91746 0.81755 -0.307 0.712 0.097
C 1.74472 3.14908 2.07429 0.560 -0.327 0.223
C 1.72688 1.61067 1.94584 0.117 0.360 0.197
N 0.39484 1.01114 2.04440 0.355 -0.680 -0.193
C -0.03836 0.99269 3.41308 -0.112 0.610 0.041
O -1.42466 1.17301 3.49087 -0.027 0.110 -0.086
C -1.89470 1.40155 4.79858 -0.082 -0.204 -0.016
C 0.08192 -0.14387 1.16561 -0.817 0.671 0.196
N 1.27714 -0.68335 0.54753 0.161 -0.227 0.096
C 2.22868 -1.38451 1.40070 0.014 -0.422 0.061
C 3.59110 -1.55659 0.71410 -0.272 0.243 -0.305
C 4.09541 -0.34844 -0.09755 0.526 -0.079 0.035
C 5.34765 0.32076 0.49454 -0.351 0.311 -0.198
P -0.85265 -1.70635 1.85938 0.364 -0.829 -0.704
O -2.34880 -1.24905 2.26472 0.182 -0.097 0.594
O -0.14409 -2.08610 3.30537 -0.149 0.252 0.115
C -0.89277 0.35625 -0.02270 -0.105 -0.658 0.428
Br 0.23162 1.56723 -1.15930 0.034 0.203 -0.056
C -1.44176 -0.80946 -0.88452 0.078 0.067 -0.869
C -1.23711 -0.84702 -2.39949 -0.277 -0.474 0.268
O -1.95725 0.95652 0.59996 0.575 0.463 0.366
C -2.76170 2.03643 0.14767 -0.863 0.265 0.135
S -3.33875 1.97921 -1.56030 0.120 -0.104 -0.131
C -4.13878 2.00997 1.00960 0.056 -0.491 0.298
O -4.91757 2.91753 0.68738 -0.109 0.126 -0.025
O -4.22465 1.12974 1.88281 0.068 0.237 -0.362
P -1.90602 3.64275 0.65218 0.605 -0.198 -0.597
N -2.81834 4.78601 -0.19064 0.078 0.255 0.566
O -2.47394 3.73767 2.19711 0.259 -0.124 0.205
H 7.54498 2.67158 2.25641 -0.043 0.015 -0.029
H 8.28269 4.12578 2.94752 -0.005 -0.009 -0.161
H 7.36530 3.03923 3.96836 -0.011 0.012 -0.008
H 5.26200 3.68704 2.99677 -0.073 0.093 -0.001
H 6.15748 5.18884 3.27766 -0.237 -0.089 0.139
H 6.07116 5.73247 1.04596 -0.142 0.013 -0.001
H 6.83809 4.21710 0.65129 0.021 0.064 -0.002
H 4.77744 4.19153 -0.53742 -0.057 -0.205 -0.023
H 4.63401 3.04491 0.81855 0.036 0.100 -0.236
H 3.54828 5.01426 2.09978 -0.137 0.075 -0.003
H 3.31075 5.76444 0.53724 0.090 -0.026 -0.058
H 2.36620 3.24049 -0.01783 -0.070 -0.040 -0.002
H 1.36214 4.57090 0.51968 -0.084 -0.191 -0.154
H 0.78619 3.51026 2.44433 -0.132 -0.017 -0.145
H 2.47736 3.37616 2.86056 -0.112 0.067 0.034
H 2.37425 1.20965 2.74537 -0.002 -0.043 -0.029
H 2.20648 1.33582 1.01329 -0.296 -0.080 -0.017
H 0.45587 1.82277 3.93857 0.069 0.060 -0.161
H 0.25258 0.09455 3.97719 -0.121 -0.071 0.076
H -1.50005 2.34192 5.20675 0.021 -0.007 -0.017
H -1.62942 0.58115 5.47727 0.052 -0.024 -0.027
H -2.97967 1.45550 4.72676 0.024 0.042 -0.026
H 1.01873 -1.28968 -0.22390 -0.044 0.135 -0.088
H 1.87422 -2.39593 1.64131 0.015 0.044 0.210
H 2.34249 -0.85969 2.35267 -0.042 0.177 -0.139
H 4.33548 -1.82720 1.46632 -0.052 -0.114 0.028
H 3.49584 -2.41291 0.04047 0.067 -0.013 0.025
H 3.31125 0.39711 -0.22137 -0.068 -0.141 -0.069
H 4.34222 -0.68736 -1.10600 -0.046 -0.019 0.003
H 5.92659 0.79844 -0.29909 0.087 -0.026 0.050
H 5.06543 1.12919 1.17518 0.110 -0.280 0.211
H 5.98777 -0.39010 1.01746 0.048 0.010 -0.007
H -2.94811 -1.66512 1.63415 -0.148 0.317 -0.092
H 0.59863 -1.53520 3.56080 -0.040 0.084 0.044
H -2.51641 -0.79792 -0.70796 0.032 -0.064 0.113
H -1.07818 -1.77329 -0.52836 0.020 0.111 0.180
H -1.66670 0.01470 -2.90616 0.279 0.132 0.029
H -0.19997 -1.02866 -2.67731 0.026 0.328 -0.073
H -1.79360 -1.72217 -2.74193 0.019 0.035 -0.015
H -2.29976 2.58167 -2.15708 0.097 -0.053 0.010
H -3.72771 4.97260 0.22437 -0.183 -0.236 -0.306
H -2.27596 5.62680 -0.32734 -0.122 0.077 0.062
H -2.22512 2.89510 2.62660 -0.168 0.047 0.063
C -6.21796 -5.01954 0.36079 0.048 -0.018 0.059
C -5.71628 -4.27858 1.60870 0.011 0.014 -0.064
C -4.19660 -4.47130 1.67665 -0.160 0.062 0.115
S -3.64420 -4.68722 -0.02625 -0.133 0.132 0.011
O -3.11737 -6.02272 -0.17322 0.051 0.003 -0.032
O -2.88671 -3.54209 -0.45453 0.089 -0.107 0.039
C -5.27329 -4.62572 -0.76889 -0.223 -0.035 0.030
H -7.24930 -4.76127 0.12389 -0.003 0.005 0.006
H -6.16913 -6.09883 0.52475 -0.005 -0.006 -0.023
H -5.94843 -3.21559 1.52291 0.009 0.004 -0.017
H -6.19517 -4.64573 2.51527 0.005 0.012 0.012
H -3.68301 -3.61435 2.10483 0.102 -0.056 0.006
H -3.91716 -5.37127 2.22059 0.038 -0.037 -0.070
H -5.29466 -5.29661 -1.62424 0.106 0.005 -0.011
H -5.43909 -3.59858 -1.09301 0.046 0.012 0.002
C -1.82681 -4.44113 -7.53409 -0.028 0.057 0.013
C -1.84336 -3.01691 -8.10767 0.009 -0.020 0.043
C -2.08606 -2.05394 -6.93916 -0.034 0.007 -0.244
S -1.41920 -2.86504 -5.47449 0.074 -0.109 -0.336
O -2.51117 -3.16749 -4.58794 0.042 0.022 0.070
O -0.23850 -2.17033 -5.04119 -0.027 -0.023 0.128
C -0.93591 -4.38394 -6.29813 -0.054 -0.138 -0.175
H -1.45649 -5.16594 -8.25834 -0.010 -0.002 -0.007
H -2.83826 -4.73751 -7.24800 0.007 -0.016 0.017
H -0.87830 -2.80070 -8.57044 0.012 -0.004 0.018
H -2.60805 -2.89905 -8.87448 0.005 0.005 -0.008
H -1.57692 -1.10183 -7.06235 -0.011 0.023 0.099
H -3.14610 -1.88665 -6.75988 0.007 -0.023 0.082
H -1.07526 -5.21470 -5.61057 0.004 0.065 0.083
H 0.11584 -4.28817 -6.56613 0.009 0.025 0.029
```
Positions in Å, forces in eV/Å.

Values from the calculation:
Multiplicity: 1
Charge: -1

These are the Mulliken partial charges, in e, on atoms 1 to 2: atom 1 (C): -1.474, atom 2 (C): 0.056

A cluster of 3 separate species, C28H59NO9S in total at a distorted geometry. Source: the OMol25 dataset; level of theory: wB97M-V/def2-TZVPD.

XYZ file:
```
98
Properties=species:S:1:pos:R:3:forces:R:3
C 4.56114 4.20204 1.31945 0.183 -0.172 0.008
C 4.99878 2.77049 1.05231 -0.236 0.346 -0.085
C 4.17124 2.14076 -0.04674 0.086 0.001 -0.175
C 4.58457 0.74622 -0.47654 0.095 0.002 0.310
C 4.58303 -0.30431 0.63233 -0.325 -0.050 -0.308
C 3.28658 -1.12078 0.73238 0.142 -0.163 0.167
C 3.48720 -2.59874 0.39964 0.077 0.023 -0.067
C 2.56969 -3.60115 1.10370 -0.027 0.153 -0.167
C 1.74224 -4.48172 0.17965 -0.133 0.007 0.213
C 0.88045 -3.75310 -0.83632 0.065 0.066 -0.076
C -0.17392 -2.82924 -0.24860 -0.260 0.034 0.254
C -1.34784 -3.61048 0.31015 -0.087 -0.083 0.136
C -2.46162 -2.82872 0.99374 0.400 0.134 -0.278
C -3.13872 -1.73470 0.16427 -0.349 -0.207 0.080
C -3.27334 -0.40203 0.87123 -0.033 -0.060 -0.164
C -2.12663 0.57218 0.54413 0.140 -0.322 0.069
N -2.68438 1.77111 -0.14298 -0.253 0.436 0.321
S -1.26974 2.78978 -0.63790 1.170 -0.651 -0.274
C -1.95417 4.21279 -1.35108 -0.211 0.143 -0.424
O -0.73047 1.96010 -1.68345 -0.243 0.229 0.236
O -0.50047 3.04065 0.53144 -0.370 -0.174 -0.220
C -3.79499 2.45916 0.62338 -0.235 -0.046 -0.276
C -3.24583 3.44688 1.69829 -0.080 0.369 -1.888
O -3.29666 3.02773 2.82565 0.266 -0.200 2.118
O -2.87921 4.50991 1.15777 0.216 0.378 0.735
C -4.70970 1.39763 1.17541 0.221 -0.702 -0.172
O -4.50317 0.17187 0.47750 -0.297 -0.018 -0.164
H 3.49709 4.24212 1.50913 -0.345 0.094 0.022
H 4.79472 4.83338 0.47132 -0.065 0.221 -0.242
H 5.06763 4.61286 2.18275 0.144 0.137 0.238
H 4.89732 2.21471 1.97468 0.165 -0.283 0.242
H 6.03884 2.78004 0.74509 0.379 -0.185 0.106
H 4.24836 2.78736 -0.91861 -0.166 0.168 -0.203
H 3.12986 2.12815 0.24803 -0.453 0.074 0.140
H 3.89687 0.42182 -1.24945 -0.032 -0.130 -0.385
H 5.57474 0.79917 -0.91596 0.264 0.035 -0.178
H 4.76932 0.15859 1.59033 0.248 0.156 0.260
H 5.40012 -0.98790 0.44124 0.280 -0.198 0.085
H 2.54816 -0.70458 0.05478 -0.340 0.173 -0.026
H 2.88934 -1.04758 1.73968 -0.177 0.065 0.211
H 3.40509 -2.71346 -0.67455 0.036 -0.122 -0.363
H 4.51423 -2.85182 0.63145 0.298 -0.111 0.118
H 3.19102 -4.24488 1.71448 0.046 -0.248 0.241
H 1.90928 -3.09326 1.79745 -0.163 0.275 0.193
H 2.40539 -5.17018 -0.33121 0.128 -0.204 -0.252
H 1.08274 -5.08217 0.79874 -0.054 -0.328 0.172
H 0.36219 -4.49860 -1.43110 -0.084 -0.215 -0.262
H 1.51340 -3.21135 -1.52877 0.165 0.244 -0.179
H 0.23913 -2.23201 0.55992 0.235 0.265 0.132
H -0.51942 -2.13262 -1.00393 -0.043 0.208 -0.292
H -1.77929 -4.23625 -0.46658 -0.038 -0.152 -0.264
H -0.95496 -4.27873 1.06888 0.044 -0.383 0.097
H -3.21201 -3.55266 1.27986 -0.227 -0.129 0.313
H -2.05474 -2.40864 1.90711 0.050 0.178 0.311
H -2.66864 -1.62178 -0.80498 0.188 0.115 -0.272
H -4.16263 -2.02645 -0.02963 -0.258 -0.183 -0.168
H -3.29531 -0.58317 1.94200 -0.032 0.105 0.346
H -1.54850 0.89171 1.39744 -0.111 0.304 0.344
H -1.44207 0.10704 -0.15031 0.227 -0.045 -0.224
H -3.09822 1.44814 -1.01718 0.078 -0.104 -0.127
H -2.09416 4.01919 -2.40218 0.115 -0.070 -0.341
H -2.85521 4.51083 -0.84256 -0.119 0.122 0.330
H -1.19073 4.95390 -1.16146 0.128 0.349 -0.040
H -4.33768 3.04469 -0.10517 0.032 0.160 -0.379
H -5.73902 1.68790 1.03605 -0.302 0.045 -0.003
H -4.49859 1.25673 2.22672 -0.002 0.052 0.376
C -5.53815 5.85307 1.01923 -0.273 0.051 0.032
O -6.89935 6.01639 0.63605 0.097 0.056 -0.062
C -7.65463 6.80840 1.53319 -0.053 -0.164 -0.025
C -7.84034 8.22014 1.02850 0.003 0.160 0.048
O -6.61637 8.93034 0.96546 0.035 -0.024 0.016
C -6.06053 9.00482 -0.33111 -0.005 -0.015 -0.002
H -5.00856 5.42902 0.17286 -0.003 -0.044 -0.048
H -5.07359 6.80481 1.28122 0.033 0.004 0.009
H -5.45472 5.17228 1.87017 0.047 0.008 0.027
H -7.18396 6.82550 2.52082 0.019 0.008 0.023
H -8.64040 6.34224 1.63516 0.005 0.018 0.030
H -8.49452 8.76011 1.72036 -0.020 -0.022 -0.015
H -8.32523 8.20239 0.04709 -0.005 -0.003 -0.026
H -6.62156 9.70647 -0.95950 -0.011 -0.031 -0.011
H -6.04120 8.02584 -0.81658 0.004 -0.001 -0.013
H -5.04010 9.36808 -0.22478 0.004 0.029 0.006
C 5.46800 -9.56744 -2.32090 -0.001 0.004 -0.010
O 5.96205 -8.52180 -3.13558 0.017 0.029 0.066
C 4.95681 -7.65664 -3.63258 0.104 -0.092 -0.115
C 4.87804 -6.36836 -2.84894 -0.149 0.135 0.065
O 4.45407 -6.58254 -1.51321 0.019 -0.058 0.021
C 5.50910 -6.56498 -0.56958 -0.029 0.026 0.006
H 6.32380 -10.02607 -1.82946 0.018 -0.016 -0.017
H 4.77777 -9.19398 -1.56070 -0.007 -0.005 0.009
H 4.95971 -10.32755 -2.92441 -0.028 0.014 0.011
H 3.98283 -8.15564 -3.62656 -0.027 -0.008 0.009
H 5.21076 -7.42143 -4.67086 -0.029 0.006 0.001
H 4.14124 -5.71276 -3.32448 0.027 0.007 -0.015
H 5.84609 -5.85886 -2.86718 0.031 -0.001 -0.002
H 5.86850 -5.54293 -0.40394 0.024 -0.009 -0.020
H 6.34490 -7.19133 -0.88914 0.011 -0.006 0.003
H 5.11186 -6.95218 0.36706 -0.019 0.016 0.015
```
Positions in Å, forces in eV/Å.

Values from the calculation:
Multiplicity: 1
SMILES string: CCCCCCCCCCCCCC[C@H]1C[N@H+](S(C)(=O)=O)[C@H](C(=O)[O-])CO1.COCCOC.COCCOC

These are the Mulliken partial charges, in e, on atoms 1 to 2: atom 1 (C): -1.353, atom 2 (C): -0.172

| no. | orbital gap (eV) |
| --- | --- |
| 1 | 6.2 |
| 2 | 8.9 |